(1)
Formula: C25H49NO17
Source: the Open Molecules 2025 dataset
Level of theory: ωB97M-V/def2-TZVPD

Results
lowest unoccupied orbital energy	0.493	eV
structure (SMILES)	CCOCCOC[C@@H]1OC(=O)O[C@H]1CCCCCN.COC(=O)OC.COC(=O)OC.COC(=O)OC.COC(=O)OC
energy	-63016.6304	eV
HOMO-LUMO gap	9.8	eV
charge	0
maximum force	0.013	hartree/bohr
highest occupied orbital energy	-0.3436	Ha

Last column: Mulliken charge in e.
Cartesian coordinates (Å):
C  4.006  -1.318  2.578  -0.787
C  4.980  -0.993  1.436  -0.439
O  4.347  -0.818  0.175  -0.350
C  4.204  0.522  -0.255  -0.960
C  3.024  1.256  0.404  0.888
O  3.398  2.529  0.906  -0.522
C  3.720  2.593  2.276  -0.487
C  2.585  3.118  3.145  0.215
O  2.992  2.893  4.517  -0.404
C  2.063  2.121  5.133  0.461
O  2.229  1.552  6.154  -0.537
O  0.914  2.145  4.426  -0.457
C  1.265  2.345  3.044  1.763
C  0.127  3.006  2.281  -1.554
C  -0.556  2.076  1.277  -0.206
C  -1.479  1.029  1.924  -0.657
C  -1.307  -0.373  1.343  -1.116
C  -0.022  -1.075  1.760  0.437
N  0.012  -1.272  3.211  -0.500
H  4.074  -2.368  2.862  0.409
H  4.213  -0.728  3.472  0.334
H  2.975  -1.139  2.274  -0.069
H  5.584  -0.110  1.671  0.326
H  5.676  -1.825  1.313  0.472
H  5.121  1.093  -0.069  0.366
H  4.058  0.466  -1.334  0.314
H  2.638  0.612  1.195  -0.681
H  2.218  1.416  -0.312  0.383
H  4.030  1.621  2.677  0.094
H  4.566  3.275  2.376  0.407
H  2.463  4.198  3.053  0.328
H  1.471  1.353  2.629  -0.607
H  0.508  3.888  1.760  0.446
H  -0.600  3.326  3.031  0.455
H  -1.133  2.689  0.583  0.481
H  0.213  1.560  0.691  -0.049
H  -2.513  1.333  1.748  0.306
H  -1.339  1.017  3.007  0.381
H  -2.161  -0.996  1.631  0.375
H  -1.320  -0.309  0.250  0.346
H  0.845  -0.462  1.491  -0.506
H  0.075  -2.008  1.191  0.453
H  -0.797  -1.813  3.499  0.244
H  0.825  -1.814  3.479  0.201
C  -6.091  4.370  0.007  -0.701
O  -6.098  3.879  -1.338  -0.358
C  -5.197  2.928  -1.580  0.859
O  -4.413  2.481  -0.783  -0.535
O  -5.312  2.554  -2.854  -0.331
C  -4.396  1.528  -3.251  -0.604
H  -6.869  5.128  0.047  0.205
H  -6.314  3.571  0.711  0.313
H  -5.130  4.819  0.250  0.363
H  -4.552  0.627  -2.661  0.285
H  -3.368  1.867  -3.132  0.284
H  -4.610  1.335  -4.298  0.207
C  6.572  -7.235  -2.022  -0.596
O  6.869  -5.843  -2.174  -0.349
C  5.802  -5.045  -2.135  0.881
O  4.661  -5.407  -1.988  -0.554
O  6.209  -3.789  -2.287  -0.366
C  5.161  -2.809  -2.232  -0.201
H  7.528  -7.745  -2.073  0.219
H  6.095  -7.421  -1.062  0.290
H  5.919  -7.576  -2.823  0.258
H  4.655  -2.835  -1.270  0.165
H  4.442  -2.972  -3.033  0.086
H  5.652  -1.850  -2.361  0.200
C  3.245  -5.234  -5.130  -0.350
O  3.095  -4.900  -6.515  -0.338
C  2.553  -3.705  -6.733  0.804
O  2.210  -2.918  -5.888  -0.552
O  2.455  -3.523  -8.051  -0.326
C  1.887  -2.266  -8.431  -0.627
H  3.713  -6.213  -5.108  0.212
H  3.881  -4.509  -4.627  0.027
H  2.278  -5.269  -4.634  0.319
H  2.496  -1.443  -8.061  0.296
H  0.875  -2.170  -8.042  0.291
H  1.875  -2.267  -9.516  0.213
C  -9.677  2.413  5.215  -0.636
O  -8.924  2.719  4.035  -0.315
C  -9.661  2.854  2.934  0.718
O  -10.857  2.744  2.866  -0.543
O  -8.844  3.133  1.917  -0.186
C  -9.503  3.308  0.659  -0.576
H  -8.947  2.335  6.014  0.216
H  -10.390  3.207  5.429  0.294
H  -10.208  1.471  5.094  0.294
H  -10.206  4.138  0.702  0.319
H  -10.031  2.402  0.366  0.318
H  -8.717  3.523  -0.058  0.111



(2)
Formula: C25H50B7F28N6O4
Source: the Open Molecules 2025 dataset
Level of theory: ωB97M-V/def2-TZVPD

Results
lowest unoccupied orbital energy	-1.080	eV
energy	-124728.2912	eV
HOMO-LUMO gap	4.9	eV
charge	-1
energy relative to the best compared isomer or geometry (same formula, charge and spin)	457.3	kJ/mol
maximum force	0.075	hartree/bohr
highest occupied orbital energy	-0.2210	Ha

Last column: Mulliken charge in e.
Cartesian coordinates (Å):
C  1.234  -1.464  1.705  -0.335
C  2.221  -2.581  1.997  0.330
O  2.749  -3.208  1.163  -0.329
N  2.560  -2.622  3.493  -0.112
H  3.241  -1.882  3.681  0.349
H  1.807  -2.295  4.099  0.396
C  3.274  -3.856  4.053  -0.797
H  0.295  -1.408  2.259  0.305
H  0.864  -1.669  0.697  -0.011
H  1.759  -0.505  1.670  0.223
H  3.866  -4.326  3.273  0.319
H  2.535  -4.595  4.354  0.340
H  3.812  -3.485  4.919  0.352
C  -1.234  -1.830  -6.163  -0.873
C  -0.583  -3.134  -6.484  0.441
O  -1.076  -4.197  -6.310  -0.486
N  0.671  -2.990  -7.327  -0.140
H  0.602  -3.772  -7.986  0.368
H  0.642  -2.201  -7.973  0.412
C  1.887  -3.257  -6.468  -0.582
H  -0.630  -0.966  -5.858  0.176
H  -2.224  -1.989  -5.754  0.420
H  -1.404  -1.370  -7.154  0.441
H  1.848  -4.199  -5.928  0.311
H  1.854  -2.452  -5.735  0.157
H  2.775  -3.242  -7.093  0.354
C  7.084  0.668  0.167  -1.265
C  5.829  0.561  0.991  0.454
O  4.916  -0.124  0.691  -0.371
N  5.779  1.513  2.187  0.097
H  5.898  0.860  2.958  0.364
H  6.508  2.218  2.145  0.418
C  4.425  2.196  2.271  -0.850
H  7.968  0.350  0.725  0.486
H  7.249  1.704  -0.143  0.430
H  6.922  0.088  -0.741  0.175
H  4.045  2.536  1.308  0.347
H  4.627  3.060  2.899  0.433
H  3.649  1.558  2.686  0.172
C  -1.258  0.300  7.447  -0.946
N  -2.226  -0.053  6.405  0.243
C  -2.164  0.457  5.162  -0.422
C  -3.102  0.158  4.206  -0.820
C  -4.227  -0.583  4.550  0.639
C  -4.415  -0.958  5.862  -0.579
C  -3.320  -0.778  6.709  -0.369
C  -5.256  -0.805  3.506  0.521
C  -5.646  0.202  2.629  -0.213
C  -6.404  -0.037  1.494  -0.478
N  -6.858  -1.273  1.269  0.240
C  -6.617  -2.260  2.176  -0.357
C  -5.898  -2.061  3.318  -0.772
C  -7.548  -1.512  0.005  -0.866
H  -1.075  -0.612  8.010  0.360
H  -1.745  1.039  8.082  0.351
H  -0.372  0.737  6.996  0.341
H  -1.366  1.171  4.981  0.679
H  -2.897  0.353  3.159  0.608
H  -5.233  -1.552  6.242  0.537
H  -3.410  -1.114  7.734  0.409
H  -5.465  1.248  2.861  0.447
H  -6.741  0.759  0.848  0.465
H  -7.110  -3.188  1.927  0.356
H  -5.680  -2.742  4.129  0.456
H  -8.093  -0.633  -0.320  0.310
H  -8.196  -2.383  0.097  0.306
H  -6.770  -1.822  -0.697  0.367
C  1.610  1.234  -3.889  -1.308
C  1.586  1.418  -2.391  0.691
C  0.250  1.226  -1.725  -1.582
O  0.369  1.143  -0.327  0.482
C  -0.907  0.967  0.294  -0.967
N  2.566  0.372  -1.862  0.911
H  2.740  0.545  -0.873  0.059
H  2.404  -0.619  -2.023  -0.207
H  3.474  0.642  -2.253  0.060
H  2.532  1.334  -4.462  0.374
H  0.999  2.014  -4.345  0.387
H  1.280  0.213  -4.098  0.023
H  2.021  2.381  -2.115  0.323
H  -0.220  0.321  -2.124  0.245
H  -0.363  2.081  -2.028  0.705
H  -1.588  1.770  0.000  0.532
H  -0.784  1.231  1.347  -0.124
H  -1.390  0.008  0.109  0.450
B  0.805  5.319  -4.368  0.358
F  -0.412  5.675  -4.944  -0.398
F  0.582  4.155  -3.589  -0.119
F  1.762  5.011  -5.343  -0.428
F  1.273  6.386  -3.586  -0.406
B  1.253  3.642  2.922  0.447
F  2.021  4.247  1.946  -0.410
F  -0.020  4.201  2.886  -0.338
F  1.209  2.221  2.812  -0.245
F  1.852  3.959  4.184  -0.397
B  -3.274  3.473  3.452  0.499
F  -3.134  2.470  2.452  -0.268
F  -4.477  3.160  4.143  -0.453
F  -2.126  3.352  4.269  -0.375
F  -3.232  4.773  2.976  -0.316
B  -3.250  -1.918  0.072  0.377
F  -3.949  -0.706  0.243  -0.303
F  -4.210  -2.941  0.253  -0.374
F  -2.814  -2.000  -1.248  -0.268
F  -2.257  -2.043  1.068  -0.301
B  -2.146  1.674  -5.423  0.570
F  -3.201  0.843  -5.813  -0.408
F  -2.315  2.967  -5.949  -0.376
F  -2.162  1.713  -4.036  -0.309
F  -0.839  1.248  -5.840  -0.431
B  5.767  1.071  -3.040  0.500
F  5.489  1.962  -1.984  -0.390
F  5.670  -0.237  -2.486  -0.428
F  4.875  1.240  -4.081  -0.294
F  7.043  1.211  -3.626  -0.376
B  1.720  -2.827  -2.708  0.130
F  0.801  -1.897  -2.239  -0.141
F  2.730  -2.180  -3.429  -0.406
F  2.236  -3.579  -1.646  -0.344
F  1.000  -3.674  -3.592  -0.365